Record 1
Molecular formula: C2H7N5O
Method: DFT, the ωB97M-V functional and the def2-TZVPD basis

* M: 117.112 g/mol
* maximum force: 13.3 eV Å⁻¹
* gap between HOMO and LUMO: 7.509 eV
* multiplicity: 1
* total charge: 0
* LUMO level: -1.249 eV

XYZ file:
```
15
Properties=species:S:1:pos:R:3:forces:R:3
H 2.791999 -1.794350 -1.178948 2.072 -0.512 -0.446
N -1.737309 -0.747531 0.538497 -2.816 -0.233 -1.940
N -0.945221 1.958630 0.631130 -11.699 -0.065 -0.740
H -1.025448 -1.595080 -1.134600 -0.342 -0.547 -0.852
H -1.925686 -2.766812 1.046656 0.008 2.825 -0.807
H 1.905818 0.824526 0.065138 -3.537 -0.265 1.155
N -0.941097 -0.715365 -0.675638 0.522 -0.269 3.299
N 1.227508 -1.336629 -0.904464 1.624 -3.463 -2.004
H -1.284391 2.821243 0.833407 -1.603 3.092 0.846
N 0.803497 0.695371 0.276151 6.050 -3.640 -1.300
H -3.143246 -0.122065 0.083355 4.081 -2.390 1.224
C 0.173803 1.845087 0.775658 12.897 -2.741 -1.943
C 0.495137 -0.612754 -0.305031 -7.456 7.467 2.310
H 1.078211 2.496920 0.798615 -1.083 0.826 1.206
O 2.526424 -0.951191 -0.849926 1.282 -0.087 -0.007
```
Forces are in eV/Å.

Record 2
Molecular formula: C2H7N5O
Method: DFT, the ωB97M-V functional and the def2-TZVPD basis

* M: 117.112 g/mol
* maximum force: 7.5 eV Å⁻¹
* gap between HOMO and LUMO: 9.462 eV
* multiplicity: 1
* SMILES: [H]/N=C(/N)NO/C(N)=N\[H]
* total charge: 0
* LUMO level: 0.287 eV

XYZ file:
```
15
Properties=species:S:1:pos:R:3:forces:R:3
N -0.584317 -1.109646 0.189163 0.205 -2.034 -1.122
N -2.840376 -0.174708 -0.135981 2.302 -2.429 0.858
C -1.536499 -0.072920 0.195750 -5.907 2.861 -3.625
H 1.463432 -0.883494 2.042543 1.817 2.587 -2.151
O 0.576788 -0.679983 -0.544694 -4.062 -2.675 0.701
H 1.485182 0.252819 -1.920965 3.640 0.814 3.976
H -3.237807 -1.172753 -0.368768 1.592 2.152 0.484
N 2.256918 0.320948 -0.961527 0.074 2.287 -3.988
H -0.480977 1.117898 1.248455 -1.396 2.798 -2.487
C 1.620645 -0.256499 0.118956 3.915 3.321 3.165
N -1.119553 1.304501 0.347068 0.965 -1.529 0.706
H 2.898735 1.205313 -0.943656 -1.781 -2.657 0.440
H -0.915862 -1.962155 -0.436070 0.535 2.447 2.032
H -1.675117 2.250044 -0.232730 2.246 -4.413 3.303
N 2.088811 -0.139365 1.402463 -4.146 -3.529 -2.292
```
Forces are in eV/Å.

Record 3
Molecular formula: C2H7N5O
Method: DFT, the ωB97M-V functional and the def2-TZVPD basis

* M: 117.112 g/mol
* maximum force: 7.3 eV Å⁻¹
* gap between HOMO and LUMO: 9.380 eV
* multiplicity: 1
* SMILES: [H]/N=C(/NO)N/C=N/N
* total charge: 0
* LUMO level: 0.355 eV

XYZ file:
```
15
Properties=species:S:1:pos:R:3:forces:R:3
N 0.122185 1.170758 -0.051212 -1.101 -1.088 -0.991
H 3.669957 -0.464913 -0.760712 -0.200 -0.353 5.076
H 0.323670 2.125481 -0.244676 -2.219 1.325 0.126
N -1.210195 -0.776360 -0.537704 6.587 -3.186 -0.162
N 3.294641 -0.334707 0.419224 -1.565 -2.599 -4.919
H 3.280198 -1.263468 0.990464 0.926 1.703 -1.914
N -2.410790 1.023819 0.241790 3.312 1.564 2.541
N 1.784000 -0.523042 -0.114835 0.809 2.483 0.522
C 1.402486 0.710916 -0.325668 -0.794 -4.375 3.264
C -1.251378 0.449539 0.019664 2.100 4.818 -1.620
H -0.232431 -1.392785 -0.493316 -2.497 3.102 -0.421
O -2.024474 -1.560295 0.249011 -4.703 1.507 -1.234
H -2.717380 -0.799996 -0.051575 -0.685 -3.383 2.480
H 2.148744 1.444867 -0.182330 0.659 1.268 -0.407
H -2.242515 1.947176 0.885243 -0.628 -2.786 -2.340
```
Forces are in eV/Å.

Record 4
Molecular formula: C2H7NO
Method: DFT, the ωB97M-V functional and the def2-TZVPD basis

* M: 61.084 g/mol
* maximum force: 4.3 eV Å⁻¹
* gap between HOMO and LUMO: 9.083 eV
* multiplicity: 1
* SMILES: C=CN.O
* total charge: 0
* LUMO level: 0.838 eV

XYZ file:
```
11
Properties=species:S:1:pos:R:3:forces:R:3
H 0.287417 -1.279322 -0.650664 -1.633 -0.987 -0.958
H -0.760654 0.748607 0.194518 2.347 1.241 0.686
H 2.332690 0.616641 0.659573 -2.465 -1.199 -0.669
O -2.519506 0.081736 -0.338092 -0.107 -0.247 1.317
H -2.700903 -0.115053 0.638948 0.737 -0.143 -2.313
H -1.891280 -0.546070 -0.755886 -0.805 0.162 0.933
C 1.264549 -1.023233 -0.411784 1.416 1.718 1.823
C 1.282333 0.150932 0.317385 2.593 1.110 -0.970
H 0.398201 2.039186 0.478173 0.352 0.945 -0.138
N 0.210422 1.077068 0.547062 -1.322 -4.058 -0.546
H 2.096732 -1.750494 -0.679238 -1.112 1.458 0.835
```
Forces are in eV/Å.

Record 5
Molecular formula: C2H7NO
Method: DFT, the ωB97M-V functional and the def2-TZVPD basis

* M: 61.084 g/mol
* maximum force: 2.2 eV Å⁻¹
* gap between HOMO and LUMO: 8.648 eV
* multiplicity: 1
* total charge: 0
* LUMO level: 0.042 eV

XYZ file:
```
11
Properties=species:S:1:pos:R:3:forces:R:3
N -0.172166 0.197470 -0.386172 1.178 0.801 0.689
H 1.207951 -1.655018 -0.037888 -0.046 -0.239 0.425
H -3.266303 0.736974 0.457717 -0.148 0.090 0.329
O -3.224766 0.358591 -0.418574 -0.484 -0.010 -0.111
C 1.091579 -0.759487 0.560191 0.504 -1.279 -0.544
H 0.262471 -0.812162 1.264381 -0.126 0.034 -0.142
H 1.659567 1.295889 0.009091 -0.202 0.336 0.172
C 1.161278 0.446821 -0.465914 -1.671 0.871 -1.173
H -2.319331 0.527222 -0.670684 0.588 -0.175 -0.141
H 1.998066 -0.554171 1.131531 -0.169 0.136 0.182
H 1.601653 0.217869 -1.443682 0.575 -0.565 0.313
```
Forces are in eV/Å.

Record 6
Molecular formula: C2H7NO
Method: DFT, the ωB97M-V functional and the def2-TZVPD basis

* M: 61.084 g/mol
* maximum force: 1.0 eV Å⁻¹
* gap between HOMO and LUMO: 9.744 eV
* multiplicity: 1
* SMILES: C=CO.N
* total charge: 0
* LUMO level: 0.797 eV

XYZ file:
```
11
Properties=species:S:1:pos:R:3:forces:R:3
C -0.140339 1.866545 1.128117 0.910 0.251 -0.317
H 0.586682 2.386139 1.732227 0.218 0.168 -0.129
H 0.950320 0.078983 1.359792 0.121 -0.018 0.158
H 1.453358 -2.267144 -2.207638 0.174 0.142 -0.004
H 0.476603 -1.081994 -2.741989 -0.251 -0.028 0.087
O -0.889071 -0.289393 0.500899 0.132 0.037 -0.807
N 0.795942 -1.556081 -1.907194 0.244 -0.352 0.276
H 0.039456 -2.090579 -1.494323 -0.240 0.047 -0.424
H -0.477325 -0.979119 -0.042174 0.093 0.357 0.295
H -0.815638 2.492363 0.566469 -0.662 -0.353 0.287
C 0.072067 0.570324 0.963036 -0.739 -0.252 0.578
```
Forces are in eV/Å.